No. 1
Density functional theory data (ωB97M-V with the def2-TZVPD basis set) for a 6-piece molecular cluster, C18H48O6 overall.

The gap between HOMO and LUMO is 10.44 eV. As for the LUMO energy: 0.4858 eV. As for the SMILES: CC(C)O.CC(C)O.CC(C)O.CC(C)O.CC(C)O.CC(C)O.

Structure (ORCA input):
```
! RIJCOSX wB97M-V def2-TZVPD def2/J DEFGRID3
* xyz 0 1
C 0.96 4.70 -4.54
C 1.12 3.32 -5.17
C 0.74 2.20 -4.23
O 0.42 3.24 -6.41
H -0.03 4.77 -4.10
H 1.09 5.47 -5.30
H 1.71 4.87 -3.76
H 2.17 3.17 -5.44
H 0.98 1.19 -4.60
H -0.34 2.10 -4.09
H 1.24 2.27 -3.26
H -0.46 2.90 -6.26
C -2.49 3.85 2.51
C -3.30 2.82 3.30
C -4.05 1.81 2.46
O -2.43 2.15 4.25
H -3.18 4.58 2.07
H -1.96 3.32 1.71
H -1.82 4.44 3.13
H -3.99 3.44 3.89
H -4.51 1.05 3.09
H -3.33 1.30 1.82
H -4.81 2.32 1.87
H -2.47 2.66 5.06
C -1.50 -0.74 -0.01
C 0.03 -0.86 -0.12
C 0.59 -1.09 -1.50
O 0.62 0.32 0.42
H -1.87 -0.21 -0.89
H -1.84 -0.29 0.91
H -1.97 -1.73 -0.12
H 0.28 -1.73 0.51
H 1.66 -1.27 -1.47
H 0.49 -0.15 -2.04
H 0.11 -1.92 -2.02
H 0.20 0.50 1.27
C -5.10 -5.63 -0.52
C -4.47 -5.11 -1.79
C -3.54 -3.94 -1.63
O -3.84 -6.20 -2.47
H -5.75 -6.49 -0.68
H -5.69 -4.86 -0.02
H -4.38 -6.00 0.22
H -5.29 -4.80 -2.45
H -3.26 -3.52 -2.60
H -2.56 -4.24 -1.23
H -3.89 -3.07 -1.07
H -3.26 -6.63 -1.83
C 1.00 2.14 4.74
C 0.91 1.24 3.50
C 2.20 0.47 3.35
O -0.17 0.32 3.62
H 1.84 2.83 4.65
H 1.11 1.48 5.59
H 0.11 2.77 4.88
H 0.72 1.84 2.60
H 2.04 -0.35 2.63
H 2.52 -0.07 4.24
H 2.95 1.12 2.89
H -0.98 0.83 3.81
C 6.47 -1.09 0.68
C 5.97 -2.08 -0.37
C 4.52 -1.86 -0.72
O 6.77 -1.85 -1.57
H 7.56 -1.07 0.71
H 6.27 -1.36 1.73
H 6.07 -0.09 0.55
H 6.17 -3.11 -0.11
H 3.86 -1.93 0.15
H 4.16 -2.62 -1.42
H 4.29 -0.92 -1.23
H 6.61 -0.92 -1.77
*
```



No. 2
Density functional theory data (ωB97M-V with the def2-TZVPD basis set) for a 9-piece molecular cluster, C18H49F2N4O25S7 overall.

The gap between HOMO and LUMO (spin up / spin down) is 8.24 / 3.93 eV. As for the LUMO energy (spin up / spin down): -2.8873 / -7.1941 eV.

Structure (ORCA input):
```
! RIJCOSX wB97M-V def2-TZVPD def2/J DEFGRID3
* xyz 0 2
N 1.42 0.24 0.69
S 0.42 -0.06 -0.43
O -0.30 -1.35 -0.42
O 0.51 0.50 -1.78
F -0.78 0.86 0.10
S 2.62 -0.61 -0.23
O 3.19 0.15 -1.34
O 2.51 -2.06 -0.48
F 3.84 -0.56 0.88
C 6.43 -0.60 3.51
N 6.72 -2.07 3.44
O 5.86 -2.79 2.93
O 7.76 -2.41 4.07
H 6.13 -0.36 4.53
H 5.59 -0.23 2.93
H 7.39 -0.11 3.35
C 2.54 -0.70 3.75
N 1.53 -1.76 3.57
O 1.81 -2.55 2.73
O 0.49 -1.61 4.22
H 2.14 0.17 3.23
H 3.52 -1.00 3.37
H 2.57 -0.47 4.81
C 2.49 3.15 2.16
N 3.94 3.21 1.80
O 4.32 4.16 1.22
O 4.74 2.44 2.33
H 2.17 2.15 2.46
H 1.87 3.62 1.40
H 2.35 3.77 3.04
O -1.98 -4.81 1.99
S -2.15 -5.09 0.58
O -3.31 -4.58 -0.11
O -0.81 -4.50 -0.20
C 0.45 -4.58 0.43
C 1.48 -5.30 -0.52
C -1.94 -6.79 0.24
H 0.45 -4.95 1.46
H 0.79 -3.55 0.54
H 2.49 -5.12 -0.16
H 1.39 -5.11 -1.59
H 1.18 -6.35 -0.44
H -1.01 -7.04 0.74
H -1.81 -6.81 -0.84
H -2.78 -7.34 0.66
O -3.11 0.47 3.38
S -3.45 -0.56 2.43
O -4.70 -1.39 2.64
O -3.54 0.14 0.91
C -4.14 -0.58 -0.12
C -3.98 0.07 -1.47
C -2.04 -1.65 2.15
H -5.19 -0.86 0.01
H -3.68 -1.56 -0.22
H -4.45 -0.37 -2.35
H -2.93 0.11 -1.75
H -4.29 1.10 -1.33
H -1.20 -0.98 1.95
H -2.25 -2.36 1.35
H -1.81 -2.10 3.12
O -4.29 -3.63 -4.67
S -3.36 -2.54 -4.94
O -3.83 -1.27 -5.58
O -2.57 -2.10 -3.55
C -1.95 -3.12 -2.81
C -0.44 -2.96 -3.06
C -2.03 -3.30 -6.08
H -2.28 -4.14 -3.02
H -2.16 -2.92 -1.76
H -0.24 -3.15 -4.12
H 0.22 -3.60 -2.47
H -0.07 -1.94 -2.96
H -2.67 -3.43 -6.95
H -1.68 -4.24 -5.64
H -1.22 -2.64 -6.37
O 0.40 5.06 3.23
S -0.81 4.36 3.71
O -1.09 4.16 5.12
O -2.18 4.99 2.93
C -1.97 5.47 1.58
C -3.39 5.55 0.97
C -0.88 2.75 2.87
H -1.26 4.86 1.02
H -1.53 6.46 1.63
H -3.93 6.24 1.61
H -3.86 4.57 1.10
H -3.36 5.99 -0.02
H -0.06 2.62 2.16
H -1.83 2.71 2.35
H -0.95 2.02 3.67
O 2.92 5.99 -1.00
S 1.73 5.23 -1.44
O 0.43 5.22 -0.79
O 1.52 5.62 -3.05
C 0.34 5.06 -3.70
C 0.62 4.26 -4.96
C 2.15 3.48 -1.82
H -0.39 5.83 -3.96
H -0.22 4.40 -3.04
H 1.28 4.71 -5.70
H -0.29 3.95 -5.47
H 1.04 3.30 -4.67
H 2.78 3.44 -2.71
H 1.28 2.86 -2.05
H 2.66 3.12 -0.92
*
```



No. 3
Density functional theory data (ωB97M-V with the def2-TZVPD basis set) for C18H49O7V as an isolated structure.

The gap between HOMO and LUMO (spin up / spin down) is 5.32 / 10.14 eV. As for the LUMO energy (spin up / spin down): 0.6862 / 0.5317 eV.

Structure (ORCA input):
```
! RIJCOSX wB97M-V def2-TZVPD def2/J DEFGRID3
* xyz 0 5
V -1.80 1.68 0.03
O -0.19 0.34 -0.30
H 0.56 -0.07 -0.77
C -4.84 -0.06 1.61
C -3.73 -0.99 1.21
C -4.07 -1.50 -0.19
O -2.47 -0.29 1.22
H -5.41 -0.49 2.43
H -5.52 0.29 0.83
H -4.44 0.90 1.94
H -3.52 -1.86 1.83
H -3.59 -2.38 -0.61
H -4.07 -0.79 -1.02
H -5.10 -1.82 -0.08
H -1.79 -0.85 0.85
C 0.95 2.82 1.78
C -0.01 2.02 2.54
C 0.06 2.34 4.00
O -1.26 2.47 2.05
H 0.72 2.80 0.71
H 1.94 2.35 1.78
H 1.23 3.85 1.96
H 0.21 1.00 2.22
H 0.43 3.35 4.20
H 0.89 1.85 4.52
H -0.82 2.06 4.57
H -1.67 2.87 2.82
C 1.28 -3.17 -1.21
C -0.12 -2.99 -0.70
C -0.82 -4.33 -0.28
O -0.28 -2.12 0.37
H 1.48 -4.05 -1.82
H 1.90 -3.35 -0.33
H 1.85 -2.36 -1.68
H -0.73 -2.60 -1.52
H -0.24 -4.80 0.50
H -0.84 -5.07 -1.08
H -1.78 -4.16 0.22
H -0.29 -1.25 -0.02
C 3.02 0.43 -2.12
C 2.82 1.94 -1.88
C 3.36 2.78 -2.97
O 1.46 2.14 -1.80
H 4.09 0.22 -2.05
H 2.67 -0.07 -3.02
H 2.52 -0.07 -1.29
H 3.21 2.13 -0.87
H 2.89 2.44 -3.89
H 4.42 2.55 -3.02
H 3.21 3.86 -2.92
H 1.08 1.48 -1.21
C 3.94 0.66 3.55
C 3.07 -0.47 3.04
C 3.12 -0.48 1.45
O 3.57 -1.68 3.65
H 5.00 0.41 3.48
H 3.76 0.92 4.60
H 3.77 1.55 2.94
H 2.06 -0.44 3.44
H 2.50 -1.34 1.22
H 4.12 -0.59 1.03
H 2.61 0.36 0.98
H 3.07 -2.44 3.35
C -1.10 0.33 -3.50
C -2.53 0.69 -3.43
C -3.40 -0.55 -3.59
O -2.75 1.08 -2.06
H -0.86 -0.27 -4.38
H -0.89 -0.36 -2.68
H -0.42 1.19 -3.49
H -2.82 1.46 -4.15
H -3.03 -1.47 -3.13
H -3.49 -0.79 -4.65
H -4.44 -0.39 -3.30
H -3.71 1.13 -1.95
*
```



No. 4
Density functional theory data (ωB97M-V with the def2-TZVPD basis set) for C18H50AsCl8F6O18P4 as an isolated structure.

The gap between HOMO and LUMO (spin up / spin down) is 2.19 / 9.58 eV. As for the LUMO energy (spin up / spin down): 3.7023 / 3.6860 eV.

Structure (ORCA input):
```
! RIJCOSX wB97M-V def2-TZVPD def2/J DEFGRID3
* xyz -2 2
As -0.01 -0.29 0.35
F 0.05 -1.58 1.63
F 0.81 -1.49 -0.68
F 0.12 0.91 -0.99
F -0.90 0.84 1.39
F 1.51 0.36 1.03
F -1.55 -0.94 -0.25
C -3.25 -1.05 3.10
O -3.56 -0.55 4.39
P -5.10 -0.39 4.85
O -5.24 0.24 6.20
O -5.87 0.34 3.66
C -7.28 0.41 3.73
O -5.70 -1.90 4.87
C -5.28 -2.82 5.90
H -2.61 -0.43 2.46
H -4.15 -1.33 2.55
H -2.60 -1.92 3.13
H -7.71 0.61 2.75
H -7.42 1.22 4.44
H -7.81 -0.45 4.15
H -6.02 -3.29 6.54
H -4.58 -2.42 6.64
H -4.78 -3.59 5.31
C -2.89 2.17 -1.39
O -4.15 2.91 -1.52
P -4.40 4.34 -0.84
O -5.79 4.85 -0.90
O -3.76 4.28 0.64
C -4.46 3.90 1.74
O -3.41 5.26 -1.70
C -3.21 6.63 -1.51
H -2.51 1.77 -2.33
H -3.04 1.36 -0.68
H -2.04 2.80 -1.13
H -5.50 3.64 1.54
H -4.48 4.72 2.47
H -4.02 3.03 2.23
H -4.03 7.10 -0.96
H -3.16 7.14 -2.47
H -2.29 6.79 -0.94
C 3.97 -1.54 -2.27
O 5.14 -2.22 -1.84
P 5.13 -3.21 -0.57
O 4.09 -4.32 -0.57
O 4.96 -2.21 0.71
C 3.71 -1.73 1.12
O 6.73 -3.60 -0.47
C 7.12 -4.42 0.56
H 2.99 -1.89 -1.94
H 3.97 -1.57 -3.35
H 3.97 -0.47 -2.04
H 3.41 -2.15 2.08
H 3.00 -1.85 0.30
H 3.64 -0.69 1.44
H 7.88 -3.89 1.13
H 7.64 -5.25 0.07
H 6.34 -4.76 1.23
C 7.03 0.67 -1.20
O 5.78 1.33 -1.25
P 5.60 2.87 -0.77
O 6.32 3.88 -1.56
O 5.96 2.80 0.82
C 5.60 1.77 1.71
O 3.98 3.09 -0.66
C 3.10 2.75 -1.69
H 7.79 1.25 -0.69
H 7.31 0.40 -2.22
H 6.85 -0.28 -0.70
H 6.52 1.31 2.06
H 4.89 1.08 1.24
H 5.03 2.20 2.53
H 2.20 3.37 -1.65
H 2.81 1.70 -1.73
H 3.59 2.88 -2.66
C 0.71 -0.39 -4.00
C -0.49 -1.37 -3.77
O -1.67 -0.99 -4.53
O 1.43 -0.54 -5.20
H 1.37 -0.39 -3.13
H 0.30 0.63 -4.02
H -0.81 -1.36 -2.73
H -0.19 -2.37 -4.09
H -2.14 -1.81 -4.68
H 2.14 0.10 -5.18
C -1.24 -3.88 0.39
Cl -1.89 -3.93 -1.24
Cl -1.29 -5.53 1.11
H -0.21 -3.54 0.37
H -1.83 -3.13 0.93
C -0.25 3.80 1.41
Cl -0.20 5.34 0.52
Cl 0.05 4.01 3.14
H -1.22 3.32 1.29
H 0.62 3.22 1.09
C -4.39 -1.36 -2.50
Cl -5.50 -2.08 -1.34
Cl -5.15 0.04 -3.34
H -3.66 -0.90 -1.84
H -3.90 -2.05 -3.19
C 1.51 -4.92 -2.31
Cl 1.16 -4.82 -4.05
Cl 0.98 -6.49 -1.67
H 2.60 -5.02 -2.27
H 1.17 -4.09 -1.70
*
```



No. 5
Density functional theory data (ωB97M-V with the def2-TZVPD basis set) for a 7-piece molecular cluster, C18H50ClN2O15 overall.

The gap between HOMO and LUMO is 9.18 eV. As for the LUMO energy: 2.3710 eV.

Structure (ORCA input):
```
! RIJCOSX wB97M-V def2-TZVPD def2/J DEFGRID3
* xyz -1 1
Cl -0.01 -3.05 -0.16
O -1.30 -2.39 -0.07
O -0.11 -4.46 -0.15
O 0.52 -2.75 -1.49
O 0.79 -2.67 0.96
C -1.46 5.97 -2.50
O -0.98 5.18 -1.49
C -0.26 5.83 -0.43
C 1.22 5.83 -0.88
N 1.91 4.50 -1.17
C 2.42 3.80 0.04
C 3.01 2.41 -0.35
O 1.89 1.54 -0.60
C 2.24 0.18 -0.70
H -0.55 6.32 -2.99
H -1.97 6.87 -2.15
H -2.05 5.42 -3.23
H -0.28 5.11 0.40
H -0.54 6.82 -0.07
H 1.82 6.27 -0.08
H 1.23 6.48 -1.75
H 1.11 3.96 -1.47
H 1.60 3.58 0.72
H 3.18 4.38 0.56
H 3.53 1.91 0.47
H 3.59 2.57 -1.26
H 2.74 -0.02 0.25
H 2.85 0.03 -1.59
H 1.33 -0.42 -0.76
C -0.40 4.89 5.35
O -1.13 5.34 4.14
C -2.53 5.13 4.12
C -3.15 5.42 2.70
N -3.65 4.14 2.15
C -3.82 4.13 0.72
C -3.91 2.69 0.44
O -2.73 2.04 0.94
C -2.71 0.60 0.77
H -0.86 4.14 5.99
H -0.10 5.61 6.12
H 0.57 4.48 5.07
H -3.00 5.91 4.72
H -2.84 4.15 4.50
H -2.48 5.98 2.05
H -4.11 5.93 2.81
H -3.05 3.36 2.37
H -2.97 4.56 0.21
H -4.71 4.68 0.42
H -3.88 2.54 -0.64
H -4.75 2.15 0.87
H -2.59 -0.10 1.60
H -1.79 0.48 0.21
H -3.56 0.26 0.18
O -0.20 -4.63 -4.31
H 0.31 -5.00 -3.60
H -0.32 -3.71 -4.07
C 4.02 -3.74 2.09
C 3.85 -5.14 2.45
O 4.16 -5.52 3.72
O 3.10 -2.86 2.76
H 3.98 -3.51 1.03
H 5.06 -3.50 2.30
H 4.46 -5.87 1.91
H 2.81 -5.44 2.42
H 4.13 -4.74 4.27
H 2.25 -2.95 2.32
C -3.55 -4.79 -1.93
C -3.34 -6.25 -2.42
O -2.04 -6.64 -2.87
O -3.08 -4.82 -0.62
H -4.63 -4.63 -1.91
H -3.01 -4.02 -2.49
H -3.90 -6.43 -3.34
H -3.79 -6.89 -1.67
H -2.18 -7.38 -3.46
H -2.14 -4.65 -0.70
C 3.67 -5.71 -3.53
C 2.75 -4.85 -2.63
O 1.78 -5.54 -2.00
O 4.32 -6.58 -2.69
H 4.41 -5.06 -3.99
H 3.15 -6.25 -4.32
H 2.15 -4.13 -3.19
H 3.33 -4.27 -1.92
H 1.54 -5.09 -1.18
H 3.64 -7.11 -2.27
*
```